Computed, not measured: a cluster of 2 separate species, C8H11BrO2S in total in a non-equilibrium geometry, with ωB97M-V/def2-TZVPD.

Atoms and positions in Å:
1 C -0.36657 -1.22053 1.83026
2 C -1.07528 -2.19483 0.75935
3 C 1.05925 -1.23437 1.42251
4 C -0.77238 -1.61359 -0.63315
5 C 1.19318 -0.51679 0.01001
6 C -0.07347 -0.19308 -0.70728
7 C 0.59838 -1.39543 -1.06351
8 C -0.94829 3.51393 -0.70161
9 O 0.43213 3.00241 -2.82843
10 O 1.71488 2.86961 -0.67303
11 S 0.50369 2.61726 -1.48648
12 Br 1.73352 -2.26180 -2.36326
13 H -0.91444 -0.21659 1.67209
14 H -0.55438 -1.66679 2.73534
15 H -0.67064 -3.15110 0.93748
16 H -2.17286 -2.30964 0.93000
17 H 1.70308 -0.66184 2.19897
18 H 1.45570 -2.26647 1.24096
19 H -1.55773 -1.76883 -1.42917
20 H 2.14325 0.01211 -0.16332
21 H -1.16977 4.31273 -1.42065
22 H -1.70738 2.70977 -0.65380
23 H -0.55386 3.63386 0.38671

Computed properties:
E_HOMO (spin up / spin down): -8.9 / -8.9 eV
Energy relative to the best compared isomer or geometry (same formula, charge and spin): 490.5 kJ/mol
Largest force on an atom: 4.542 eV/A
E_LUMO (spin up / spin down): -1.6 / -1.6 eV
Calculated total energy: -93440.068 eV

---

Computed, not measured: a structure of composition C8H11ClF9MnOOs in a non-equilibrium geometry, with ωB97M-V/def2-TZVPD.

Atoms and positions in Å:
1 Mn 0.01547 -0.09249 -0.42074
2 Cl 0.03989 2.20868 -1.52891
3 C -1.81261 -1.14228 -0.04074
4 H -1.70141 -1.96695 0.66244
5 H -2.24153 -1.45136 -0.98761
6 H -2.36844 -0.32766 0.45534
7 Os 0.42543 0.42515 -2.86980
8 C -1.10256 0.73423 -4.12586
9 C 2.06596 1.21474 -3.71051
10 C 0.77569 -1.20863 -3.74219
11 H 2.77469 0.88608 -2.91437
12 H 2.35294 0.76524 -4.67309
13 H 2.06492 2.31267 -3.73923
14 H -1.85339 0.13183 -3.56173
15 H -1.43579 1.77832 -4.15490
16 H -0.97048 0.32195 -5.14993
17 H 0.03921 -1.99631 -4.05221
18 H 1.73582 -1.77029 -3.80148
19 F -1.16933 1.97022 2.95887
20 C -1.17893 0.68656 3.42935
21 F -1.27004 0.73327 4.80728
22 F -2.32798 0.13643 2.95084
23 C 0.10956 -0.12652 2.91330
24 O 0.16992 -0.24991 1.58972
25 C 1.33808 0.70652 3.51343
26 F 1.31063 0.81027 4.89383
27 F 2.51885 0.14466 3.15200
28 F 1.35048 1.96389 2.98192
29 C 0.09240 -1.55696 3.63902
30 F 0.07097 -1.49598 5.02275
31 F -0.99958 -2.26193 3.23110
32 F 1.18119 -2.28345 3.27213

Computed properties:
E_HOMO (spin up / spin down): -7.6 / -9.0 eV
Energy relative to the best compared isomer or geometry (same formula, charge and spin): 0.0 kJ/mol
Largest force on an atom: 4.594 eV/A
E_LUMO (spin up / spin down): -1.7 / -3.6 eV
Spin multiplicity: 9
Calculated total energy: -81283.220 eV

---

Computed, not measured: the ion C8H11FN3S with charge +1 in a non-equilibrium geometry, with ωB97M-V/def2-TZVPD.

Atoms and positions in Å:
1 C -4.29899 0.60373 -0.18499
2 C 0.35162 0.03610 0.35421
3 C -1.88350 0.66413 0.12723
4 C 1.64138 -0.00163 0.22779
5 C -1.74357 -1.74201 -0.66848
6 C -0.77323 -2.00296 0.47185
7 C 3.96492 1.08682 0.18662
8 C 2.55383 1.03622 -0.37990
9 N -3.78846 -0.47906 -0.51251
10 N -2.44624 -0.49782 -0.32897
11 N -0.67716 0.91814 0.47247
12 F 0.17060 -2.94846 0.03916
13 S -3.15497 1.83337 0.36676
14 H -5.32309 0.74663 -0.26164
15 H 2.09620 -0.89731 0.62628
16 H -1.17974 -1.71065 -1.63162
17 H -2.58188 -2.50145 -0.67281
18 H -0.87062 -2.08055 1.59846
19 H 4.54107 1.94765 -0.22984
20 H 4.69590 0.27907 -0.26296
21 H 4.20995 1.01126 1.18522
22 H 2.72168 1.07125 -1.46209
23 H 2.16862 1.99592 -0.11720
24 H -0.39431 1.63157 1.05694

Computed properties:
E_HOMO (spin up / spin down): -10.1 / -13.8 eV
Largest force on an atom: 5.133 eV/A
E_LUMO (spin up / spin down): -3.5 / -5.6 eV
Net charge: +1
Spin multiplicity: 3
Calculated total energy: -26483.602 eV

---

Computed, not measured: a structure of composition C8H11FeNPS in a non-equilibrium geometry, with ωB97M-V/def2-TZVPD.

Atoms and positions in Å:
1 C 0.47788 1.98690 -0.63137
2 C -0.48641 2.05951 -1.64713
3 C -1.77289 1.47638 -1.57619
4 C -2.27212 0.97498 -0.31594
5 C -1.35428 1.37747 0.71773
6 Fe -0.49602 0.47128 -0.53800
7 P 2.31027 0.44592 0.15905
8 H 1.45979 2.28318 -1.02541
9 H -0.24754 2.38841 -2.64069
10 H -2.43472 1.51286 -2.42274
11 H -1.45639 1.25688 1.79769
12 H -3.17125 0.35569 -0.24178
13 H 2.41090 0.32535 1.60115
14 H 3.41073 1.29524 -0.09113
15 H 2.82069 -0.72712 -0.50282
16 S 0.13609 -3.73702 0.46893
17 C 0.22026 -2.73570 1.92454
18 C 0.16020 -1.40623 1.62061
19 N -0.16355 -1.23019 0.24703
20 C -0.16036 -2.35621 -0.49569
21 H 0.42527 -3.13013 2.90844
22 H 0.32008 -0.52714 2.27563
23 H -0.13664 -2.36030 -1.59192

Computed properties:
E_HOMO (spin up / spin down): -5.3 / -7.3 eV
Energy relative to the best compared isomer or geometry (same formula, charge and spin): 337.2 kJ/mol
Largest force on an atom: 7.395 eV/A
E_LUMO (spin up / spin down): -0.1 / -0.2 eV
Spin multiplicity: 6
Calculated total energy: -64464.749 eV

---

Computed, not measured: the ion C8H11IN3 with charge +1 in a non-equilibrium geometry, with ωB97M-V/def2-TZVPD.

Atoms and positions in Å:
1 C 2.44553 -0.90806 -2.24026
2 C 2.51992 -0.61162 -0.96742
3 I 3.95807 -0.10901 0.34724
4 N 0.94323 -0.31596 -0.42800
5 N 0.37772 -1.46630 -0.09426
6 C -0.76567 -1.40051 0.54224
7 C -1.59877 -2.53036 1.00707
8 C -1.45149 -0.20071 0.73499
9 C -0.90623 0.95046 0.34853
10 C -1.53157 2.25348 0.74330
11 C 0.42649 0.87964 -0.26891
12 N 1.09063 2.00204 -0.67562
13 H 3.23846 -1.11757 -2.83767
14 H 1.54620 -1.12235 -2.76804
15 H -1.95953 -2.29595 1.96939
16 H -1.05183 -3.55095 1.15092
17 H -2.52781 -2.71643 0.36448
18 H -2.35787 -0.15427 1.29789
19 H -1.29390 2.41400 1.89734
20 H -2.60638 2.19205 0.84319
21 H -1.33612 3.02705 -0.01608
22 H 0.77779 2.92899 -0.51562
23 H 2.06313 1.85234 -0.43470

Computed properties:
E_HOMO: -13.3 eV
Energy relative to the best compared isomer or geometry (same formula, charge and spin): 119.1 kJ/mol
Structure (SMILES): C=C(I)n1nc(C)cc(C)c1=[NH2+]
Largest force on an atom: 4.358 eV/A
E_LUMO: -3.8 eV
Net charge: +1
Calculated total energy: -21036.317 eV

---

Computed, not measured: the ion C8H11IN3 with charge +1 in a non-equilibrium geometry, with ωB97M-V/def2-TZVPD.

Atoms and positions in Å:
1 C -0.99942 -1.87532 -0.24098
2 N -1.96469 -1.03554 -0.91700
3 C -2.69651 0.00802 -0.20940
4 N -1.73052 0.94077 0.31687
5 C -0.61917 0.87893 0.78380
6 C 0.66581 1.22679 1.25815
7 C 1.70907 1.21948 0.39232
8 C 1.70677 0.85162 -1.02365
9 C 2.90989 0.85390 -1.51779
10 C 3.84817 1.15971 -0.33584
11 I 5.37083 -0.52186 0.11415
12 N 2.97196 1.43004 0.71754
13 H 0.02250 -1.39765 -0.11731
14 H -1.34638 -2.24391 0.71587
15 H -0.87659 -2.63347 -0.99175
16 H -1.64301 -0.81208 -1.86677
17 H -3.33686 -0.50167 0.55809
18 H -3.45559 0.46173 -0.87314
19 H 0.83135 1.29080 2.32054
20 H 0.84923 0.81696 -1.69570
21 H 3.30879 0.81770 -2.58467
22 H 4.59919 1.87144 -0.50479
23 H 3.23750 1.66817 1.66302

Computed properties:
E_HOMO: -12.4 eV
Energy relative to the best compared isomer or geometry (same formula, charge and spin): 109.2 kJ/mol
Structure (SMILES): CNC[N+]#C/C=C1\C=C[C@H](I)N1
Largest force on an atom: 3.935 eV/A
E_LUMO: -4.9 eV
Net charge: +1
Calculated total energy: -21036.419 eV

---

Computed, not measured: a structure of composition C8H11IN4 in a non-equilibrium geometry, with ωB97M-V/def2-TZVPD.

Atoms and positions in Å:
1 C 2.13248 2.05740 -0.54628
2 C 1.18653 1.51584 -1.37671
3 C 2.50851 1.49224 0.67760
4 C 0.62207 0.03469 0.41437
5 C 0.33792 0.52991 -0.88293
6 C 1.79942 0.34819 1.10108
7 C -2.24546 -2.88047 -0.22439
8 C -0.85329 0.04073 -1.61019
9 N -1.85922 -1.51168 -0.24654
10 N -1.47645 -1.11555 -1.38100
11 N 1.98807 -0.22000 2.35680
12 N -2.28696 1.64645 -0.51225
13 I -3.71728 0.55470 0.26325
14 H 2.65843 2.93432 -0.92340
15 H 0.86502 1.85288 -2.27972
16 H 3.20136 1.83986 1.46415
17 H 0.05024 -0.65079 1.05871
18 H -1.24144 -3.48930 0.11603
19 H -2.37615 -3.13265 -1.19783
20 H -3.03373 -2.93239 0.38836
21 H -0.82980 0.49383 -2.52729
22 H 2.57117 0.14702 3.01167
23 H 1.53301 -1.07046 2.71092
24 H -1.53445 1.51523 0.14557

Computed properties:
E_HOMO (spin up / spin down): -7.9 / -7.6 eV
Energy relative to the best compared isomer or geometry (same formula, charge and spin): 273.2 kJ/mol
Largest force on an atom: 5.810 eV/A
E_LUMO (spin up / spin down): -0.8 / -0.7 eV
Calculated total energy: -22529.268 eV

---

Computed, not measured: a structure of composition C8H11N2 in a non-equilibrium geometry, with ωB97M-V/def2-TZVPD.

Atoms and positions in Å:
1 C 0.12738 -1.61654 -1.56865
2 C 0.20280 -1.86065 -0.06783
3 C 1.44882 0.85822 -0.40080
4 C -0.84662 1.49122 -0.44224
5 C -1.11635 -0.14546 1.28485
6 C 0.94752 0.53812 1.07504
7 C 0.04333 0.46146 -1.10518
8 C 0.08011 -0.58902 0.51179
9 N -0.12932 -0.49535 -2.03600
10 N -0.51990 1.23802 1.04718
11 H 0.23789 -2.53221 -2.25077
12 H -0.67133 -2.52431 0.15610
13 H 1.12675 -2.46853 -0.00514
14 H 1.64331 1.92552 -0.67204
15 H 2.25364 0.29366 -0.73767
16 H -0.58574 2.51751 -0.73850
17 H -1.85408 1.01107 -0.67553
18 H -2.13591 -0.35096 0.69664
19 H -1.13673 -0.37956 2.34322
20 H 1.60021 0.62963 1.97815
21 H -0.71580 1.99816 1.60740

Computed properties:
E_HOMO: -12.8 eV
Energy relative to the best compared isomer or geometry (same formula, charge and spin): 480.8 kJ/mol
Largest force on an atom: 7.730 eV/A
E_LUMO: -2.9 eV
Net charge: +1
Calculated total energy: -11442.846 eV

---

Computed, not measured: an isolated molecule of C8H11N2OPS in a non-equilibrium geometry, with ωB97M-V/def2-TZVPD.

Atoms and positions in Å:
1 C 1.57260 2.68319 1.62083
2 C 1.09972 3.86086 0.88577
3 C 1.05984 1.46751 1.16895
4 C 0.08250 3.73176 0.02051
5 C 0.02722 1.35807 0.27944
6 C -0.55491 2.50587 -0.32085
7 C -0.35199 -3.03895 -1.72175
8 C -1.30229 -3.24519 0.53148
9 N -0.26973 0.12182 -0.21248
10 N -0.64588 -2.48345 -0.38857
11 O 1.79250 -1.19965 -0.69951
12 P 0.63069 -1.31755 0.16877
13 S -2.01546 2.28514 -1.16338
14 H 2.30941 2.76478 2.33887
15 H 1.64523 4.81093 1.00624
16 H 1.49057 0.62823 1.65128
17 H -0.36871 4.66232 -0.40802
18 H 0.68156 -2.72021 -2.00217
19 H -0.24435 -4.08858 -1.68094
20 H -1.09571 -2.57738 -2.50450
21 H -0.97917 -4.29724 0.63198
22 H -1.21637 -2.63730 1.54610
23 H -2.33895 -3.48581 0.19209
24 H -1.00832 0.21081 -0.94014

Computed properties:
E_HOMO (spin up / spin down): -8.6 / -7.9 eV
Energy relative to the best compared isomer or geometry (same formula, charge and spin): 331.6 kJ/mol
Largest force on an atom: 4.911 eV/A
E_LUMO (spin up / spin down): -1.9 / -2.3 eV
Calculated total energy: -33623.751 eV

---

Computed, not measured: an isolated molecule of C8H11N3O in a non-equilibrium geometry, with ωB97M-V/def2-TZVPD.

Atoms and positions in Å:
1 C -2.84884 0.24350 0.99738
2 C -4.28023 -0.90763 -0.06714
3 C -2.30950 0.07049 -0.28552
4 C 0.66152 -1.69146 -0.25076
5 C -0.05360 1.19157 -0.09332
6 C 1.35864 0.61892 -0.32765
7 C -1.12689 0.50777 -0.86889
8 C 2.76388 -1.10076 0.77768
9 N -4.05015 -0.36054 1.09639
10 N -3.27354 -0.66894 -0.94731
11 N 1.52240 -0.77372 0.07530
12 O 0.53912 -2.87990 -0.19264
13 H -2.43860 0.78369 1.82632
14 H -5.14693 -1.48896 -0.31214
15 H -0.29144 1.14040 0.96896
16 H 0.01346 2.24945 -0.37454
17 H 1.61514 0.71778 -1.39085
18 H 2.07285 1.21004 0.24896
19 H -0.96986 0.36704 -1.92820
20 H 3.62444 -0.89784 0.13778
21 H 2.84368 -0.51040 1.69130
22 H 2.74898 -2.15980 1.02849
23 H -3.19856 -1.01062 -1.89018

Computed properties:
E_HOMO (spin up / spin down): -7.2 / -6.8 eV
Energy relative to the best compared isomer or geometry (same formula, charge and spin): 166.0 kJ/mol
Largest force on an atom: 2.298 eV/A
E_LUMO (spin up / spin down): 0.1 / 0.6 eV
Calculated total energy: -14989.727 eV

---

Computed, not measured: the ion C8H11N4 with charge +1 in a non-equilibrium geometry, with ωB97M-V/def2-TZVPD.

Atoms and positions in Å:
1 C -2.24673 1.57626 0.42751
2 C -1.95745 0.11071 0.75234
3 N -0.97839 -0.34900 -0.25317
4 C -1.15419 0.01665 -1.49017
5 N -0.99914 0.30826 -2.57552
6 C -0.48474 -1.67027 -0.24424
7 C 0.80311 -1.95665 0.14928
8 N 1.56340 -0.73999 0.19527
9 C 2.86040 -0.69919 -0.34967
10 C 0.98939 0.33022 0.60454
11 C 1.25040 1.64834 0.15685
12 N 1.58292 2.71672 -0.09164
13 H -1.40083 2.22930 0.42620
14 H -2.79153 1.58883 -0.57349
15 H -2.88773 1.87077 1.23197
16 H -2.86667 -0.42117 0.65033
17 H -1.50572 0.22531 1.66755
18 H -1.08240 -2.45128 -0.73606
19 H 1.30767 -2.87127 0.02849
20 H 3.21115 -1.68823 -0.68147
21 H 2.77992 0.17470 -1.15710
22 H 3.66532 -0.27837 0.40320
23 H 0.34182 0.32934 1.45898

Computed properties:
E_HOMO: -14.4 eV
Energy relative to the best compared isomer or geometry (same formula, charge and spin): 492.4 kJ/mol
Structure (SMILES): CCN(C#N)/C=C\[N+](C)=C\C#N
Largest force on an atom: 4.603 eV/A
E_LUMO: -5.9 eV
Net charge: +1
Calculated total energy: -14422.972 eV

---

Computed, not measured: the ion C8H11N4 with charge +1 in a non-equilibrium geometry, with ωB97M-V/def2-TZVPD.

Atoms and positions in Å:
1 N -0.57710 2.10926 -0.54528
2 C -0.13056 1.03462 0.05321
3 C 1.01298 0.95540 0.97554
4 C 1.95447 -0.16939 0.88829
5 C 1.99646 -1.11900 -0.07443
6 C 1.08920 -1.24388 -1.20292
7 C -0.18664 -0.83516 -1.40856
8 C -1.02985 -0.22065 -0.30785
9 N -1.31990 -1.07985 0.86386
10 C -2.65376 -0.93146 1.01461
11 N -3.24564 -0.12623 0.22409
12 N -2.33058 0.35107 -0.70438
13 H -0.08706 3.02914 -0.48114
14 H -1.45823 1.94080 -1.01847
15 H 0.74169 1.03721 2.06703
16 H 1.63415 1.81341 0.97010
17 H 2.64949 -0.07491 1.72653
18 H 2.80628 -1.71572 0.00747
19 H 1.50914 -1.56269 -2.12531
20 H -0.85516 -0.98424 -2.33252
21 H -0.78502 -1.80281 1.17774
22 H -3.09440 -1.40050 1.78517
23 H -2.55564 -0.05369 -1.59444

Computed properties:
E_HOMO: -12.6 eV
Energy relative to the best compared isomer or geometry (same formula, charge and spin): 267.5 kJ/mol
Structure (SMILES): [NH2+]=C1CC=CC=C[C@@]12NC=NN2
Largest force on an atom: 4.598 eV/A
E_LUMO: -4.1 eV
Net charge: +1
Calculated total energy: -14425.303 eV